Entry 1:
Below is a molecular structure, C32H66Cl2KN8O10P2S, with properties calculated with ωB97M-V/def2-TZVPD.

For the HOMO-LUMO gap, the calculation gives 6.85 eV. Its HOMO energy is -5.503 eV. The charge is -1.

Geometry (Å):
H  -6.34574  -0.26225  -0.27705
H  -0.98734  1.50861  -1.86285
H  3.46784  0.51141  1.44413
C  -3.09453  -0.99423  -3.41223
H  -0.76966  2.83488  1.86834
H  5.58795  1.95826  1.63889
C  -1.19795  5.85857  5.05769
H  -1.57625  3.07800  -1.58730
H  3.19624  5.11074  -3.87359
H  -1.28893  -2.95483  -2.26336
C  -5.08764  -3.67388  3.22175
H  5.56758  2.63824  -5.57974
N  -1.75880  -4.84070  1.98193
C  -1.59309  -3.16070  -3.31573
O  2.68287  2.57165  -3.94658
C  -5.03202  -2.89314  0.54946
H  0.93943  -4.80717  -2.69639
H  3.45863  3.42076  1.25716
C  -6.09190  0.69784  0.20896
Cl  2.98687  -2.39249  0.52324
C  -3.06101  -0.67608  3.48108
H  -1.45400  -3.23972  0.83209
C  2.14754  -2.97657  -2.73181
C  4.28876  0.17214  2.14050
H  4.59498  5.08119  -4.87862
Cl  -6.50820  -5.14844  -0.15520
H  -1.51104  -4.27221  2.81655
H  3.06908  4.55114  -5.54465
O  3.45232  0.48147  -2.53121
N  -0.97875  6.57921  5.93381
O  -0.84719  -1.06671  -4.33278
O  -1.18728  2.46991  1.08440
H  1.32120  4.30415  -2.99791
O  -0.91659  -1.82017  3.28127
H  -2.92644  -0.14307  4.39783
K  0.99824  0.04947  0.50889
N  3.09289  2.72873  1.87060
H  -0.28183  -4.31629  0.84143
N  -1.48952  5.01901  4.07408
C  -0.76145  2.54464  -2.08122
H  3.95874  -3.88415  -2.92496
N  0.33303  3.53977  3.32893
H  4.48923  3.41534  3.32392
H  -2.45333  -3.83478  -3.25466
C  2.65366  0.54066  4.02224
H  -2.29247  -2.12385  -5.03564
C  0.59643  2.93282  -1.52990
C  -4.36030  2.87383  0.41729
C  -5.69575  -4.43061  2.24754
N  1.44525  0.54330  3.25773
H  -1.43415  1.55928  1.39378
O  0.03440  -0.67237  -1.91573
H  3.00287  -4.15155  -4.39591
P  2.33348  1.32693  -2.99859
H  -2.78247  -4.76934  2.01683
H  -0.81297  -3.69771  -3.87858
H  -6.08369  -3.88448  5.16640
O  -1.34266  -0.03979  1.95495
C  3.22436  1.94769  4.20172
H  2.10658  -4.62364  -1.36153
H  1.89944  4.64272  -1.29998
C  -0.51184  4.23652  3.69915
C  -4.40077  -2.53588  2.84893
H  -2.78890  -0.68122  -2.40832
S  -4.45005  1.20753  -0.33455
H  4.58548  -1.54394  1.06907
H  -3.63594  -0.04311  2.79896
C  -4.40655  -2.14113  1.53240
H  0.95482  -0.35901  3.22839
C  -1.99908  -1.87579  -4.02683
H  -4.00738  -1.62200  -3.32763
O  1.20490  -2.24348  -3.62420
H  -3.87910  -1.24843  1.21163
C  3.25332  -3.44327  -3.62011
H  -4.57901  2.82303  1.45331
C  3.96433  3.14589  -4.14407
H  2.15208  2.99233  2.16751
H  5.98329  -1.12280  1.88468
N  5.17938  -0.78204  1.33921
O  1.57766  1.91796  -1.75735
H  -4.95217  -2.65426  -0.51306
H  3.14124  -1.35237  3.04695
H  3.99280  1.91403  4.98970
H  -6.06590  0.48800  1.30117
H  1.68206  0.24376  -5.02383
H  2.45660  -2.18773  -2.03032
C  3.99339  2.46170  2.98601
C  5.08946  1.43863  2.48543
C  -1.65339  -0.90040  2.83159
H  -5.01781  3.50292  -0.16647
H  4.43988  -0.70418  4.06629
H  2.51579  0.14265  5.04249
C  3.68677  -0.44208  3.37125
C  1.12399  0.50874  -4.12052
H  -3.27041  -0.11460  -4.00557
H  0.43548  2.99083  -0.45726
H  0.89139  1.34030  3.46197
C  3.71945  4.53856  -4.66788
H  4.54724  3.11435  -3.21256
H  3.94186  2.13660  -6.07197
N  -1.28522  -4.21078  0.84158
H  -3.30360  3.19806  0.37610
H  0.30733  1.17952  -4.34725
H  5.86539  1.21970  3.20875
H  0.25626  5.04509  -1.79600
C  1.07534  4.33959  -1.93169
H  -4.28585  -3.86463  5.20266
H  -6.88891  1.44122  -0.03811
P  0.37626  -0.94129  -3.31021
C  -5.18052  -4.19201  4.65428
H  -6.25805  -5.33348  2.50218
H  4.76992  1.28832  -4.79693
C  4.63856  2.26397  -5.19308
O  -3.78340  -1.83059  3.83239
C  1.40000  -4.09264  -1.98739
H  0.53950  -3.69592  -1.42131
H  5.38750  -0.38445  0.43346
C  -5.71089  -4.01845  0.91922
H  -0.80764  2.81873  -3.12640
H  -5.25329  -5.24577  4.56700
H  3.82830  -2.57206  -4.07593
H  2.49358  2.69984  4.50146

Force components x, y, z for each atom (eV/Å):
0.2 0.5 0.1
0.2 -0.3 -0.4
1.0 -0.6 0.6
0.4 -1.5 0.8
0.3 0.3 0.3
-0.3 -0.7 0.1
0.0 -0.6 -0.4
0.3 0.3 0.1
0.2 -0.2 -0.5
0.0 -0.2 -0.8
-0.6 -1.1 1.1
0.5 0.3 0.0
-1.0 0.1 2.6
-0.5 0.0 0.7
-0.7 -0.3 0.6
-0.1 0.0 -0.9
0.4 0.2 0.1
0.2 0.6 -0.4
-0.6 -0.2 0.4
-0.2 -0.3 -0.1
0.4 0.1 -1.1
-0.3 1.5 0.2
-1.4 1.0 0.1
0.5 1.4 -1.3
1.4 0.5 -0.4
0.1 0.4 -0.5
0.1 -0.4 -0.5
0.1 -0.3 0.0
-0.3 0.3 -0.4
0.0 0.5 0.4
0.7 0.4 0.7
-0.3 -0.8 -0.3
0.2 0.4 0.2
-1.0 0.9 -0.7
0.2 0.4 0.6
-0.3 0.0 -0.1
-0.4 -0.6 0.1
0.2 -0.1 -0.1
0.4 -0.2 -0.1
-0.1 0.5 0.1
0.4 -0.5 0.0
1.1 -1.1 -0.6
-0.1 -0.8 -0.3
0.0 0.1 0.0
0.6 -0.7 0.6
-0.5 -0.4 -0.3
-1.1 1.3 0.7
1.0 -0.6 -1.1
-0.7 0.1 -0.3
0.6 -1.0 -0.9
0.0 0.4 -0.2
0.0 -0.1 0.9
-0.4 -0.2 -0.1
-0.4 -0.1 -0.5
0.4 -0.3 -0.6
-0.2 0.4 0.4
-0.1 0.5 0.1
0.0 -0.6 0.2
1.2 -0.2 -0.2
-0.1 0.0 0.3
0.4 0.1 -0.1
-1.3 1.5 0.8
0.3 0.9 0.4
-0.1 0.0 -0.1
0.1 0.2 0.1
-1.5 -2.0 -0.3
0.0 0.0 0.1
0.6 0.5 -0.9
-0.1 0.6 0.5
-0.2 0.0 -0.6
0.4 0.6 0.0
-0.1 0.0 -0.2
0.1 -0.1 0.1
1.7 1.4 0.2
-0.6 0.0 0.9
0.8 -0.5 -1.1
0.2 0.1 0.1
-0.2 0.4 -0.6
0.4 1.5 1.5
0.5 -0.2 0.3
0.0 0.2 0.4
0.3 0.3 0.4
-0.3 -0.1 0.1
-0.2 0.3 -0.6
-0.2 0.0 0.1
0.4 -0.7 0.0
0.5 0.8 0.1
-1.3 0.8 -0.3
0.6 -0.5 0.7
-0.1 0.4 0.2
0.9 -0.3 0.9
-0.2 0.0 -0.1
-1.5 0.0 -1.0
1.2 -0.4 1.1
-0.1 0.2 -0.4
0.4 -0.5 0.3
-1.0 0.5 0.2
-1.6 0.4 1.4
-0.2 0.2 -0.1
0.6 0.3 0.8
0.7 -0.7 -1.7
-0.5 -0.2 -0.3
-0.1 0.2 -0.1
0.1 0.0 0.5
0.0 0.0 0.1
-0.6 -1.0 -0.7
-0.4 -0.3 0.1
0.7 -0.5 0.2
-0.2 0.0 -1.7
0.8 1.2 -0.7
0.3 0.3 0.1
0.3 -1.0 0.4
-1.2 0.3 -1.1
-0.2 -0.6 0.2
-0.6 0.3 -0.9
0.7 -0.1 0.1
0.7 0.4 -0.1
0.0 -1.2 0.8
-0.2 -0.4 -0.6
0.3 -1.1 0.3
-0.9 -0.9 0.4
-0.2 -0.3 -0.1

Löwdin population analysis, charges in e, atoms 1 to 99: 0.02 0.07 0.11 -0.03 -0.03 0.12 -0.47 0.08 0.08 0.08 -0.20 0.07 -0.09 -0.05 -0.22 -0.10 0.09 0.07 -0.45 -0.03 -0.09 0.03 -0.43 -0.33 0.06 0.62 0.06 0.09 -0.26 0.05 -0.19 -0.11 0.06 -0.03 0.13 0.62 0.05 0.06 0.03 -0.03 0.08 0.11 0.14 0.09 -0.37 0.13 -0.42 -0.39 -0.10 0.04 0.00 -0.31 0.08 0.48 0.05 0.08 0.08 -0.14 -0.12 0.06 0.08 -0.39 -0.24 0.06 0.72 -0.13 0.11 -0.02 0.06 -0.43 0.09 -0.20 0.08 -0.05 0.02 -0.45 0.04 0.17 0.15 -0.20 0.11 0.09 0.12 0.04 0.09 0.06 -0.37 -0.10 -0.62 0.02 0.10 0.14 -0.11 -0.19 0.07 0.11 0.03 -0.05 0.15

---

Entry 2:
Below is 2 unconnected molecules or ions with the total composition C2H6S, with properties calculated with ωB97M-V/def2-TZVPD.

For the HOMO-LUMO gap, the calculation gives 8.20 eV. Its HOMO energy is -9.097 eV.

Geometry (Å):
H  -0.59653  1.81455  -0.68588
H  0.86665  0.82693  0.92404
H  -0.71776  -0.97998  -0.82054
H  0.55635  0.13541  -1.34256
H  0.91529  -1.50342  -0.58781
H  0.13240  -0.60383  1.60308
C  0.08513  0.08167  0.74101
C  0.28307  -0.61989  -0.60944
S  -1.52460  0.84855  0.77808

Force components x, y, z for each atom (eV/Å):
-2.5 -1.4 2.6
-0.2 -0.1 0.1
0.0 -0.2 -0.7
0.2 -0.2 -0.3
0.5 0.3 0.0
-0.1 -0.1 -0.4
1.1 -0.8 0.7
-0.8 -0.2 0.9
1.9 2.7 -3.0

List of natural (NBO) charges in e, atom by atom: 0.08 0.21 0.22 0.21 0.22 0.22 -0.56 -0.62 0.03

---

Entry 3:
Below is 2 unconnected molecules or ions with the total composition CH5N2S2, with properties calculated with ωB97M-V/def2-TZVPD.

For the HOMO-LUMO gap (alpha / beta), the calculation gives 6.77 / 7.50 eV. Its HOMO energy (alpha / beta) is -14.068 / -13.657 eV. The charge is +1.

Geometry (Å):
N  1.33293  0.32507  -0.78744
H  -1.73431  1.56159  1.72723
N  -0.52362  0.10696  0.60330
C  0.59249  0.64514  0.21379
H  -1.54811  -2.90482  -0.86438
H  2.20165  0.76543  -0.85583
S  -0.83663  -1.81946  -1.32075
H  1.14545  -0.54004  -1.32574
S  -1.40816  0.27562  1.87875
H  0.77831  1.58451  0.73107

Force components x, y, z for each atom (eV/Å):
-0.9 -1.9 -0.8
-0.6 0.5 0.1
0.7 -1.8 -1.0
-1.2 1.7 0.8
0.5 0.6 -0.1
1.4 0.8 -0.5
-0.7 -0.5 0.1
0.3 0.7 0.5
-0.5 0.1 0.7
1.0 -0.1 0.2

List of natural (NBO) charges in e, atom by atom: -0.67 0.10 -0.63 0.37 0.16 0.43 -0.12 0.45 0.70 0.21

---

E
In order: -5050.94853, -477.88262, -946.60377
Unit: Eh